No. 1
{"formula": "C5H9NO", "method": "ωB97M-V/def2-TZVPD", "smiles": "C[C@H]1N[C@H]1CC=O", "homo_lumo_gap_ev": 10.64, "e_homo_ev": -9.73, "elements": ["C", "C", "N", "C", "C", "C", "O", "H", "H", "H", "H", "H", "H", "H", "H", "H"], "xyz": [[-1.185, 1.261, -0.396], [0.300, 1.216, -0.119], [0.714, 0.780, 1.215], [1.119, -0.015, 0.062], [0.663, -1.468, -0.034], [-0.829, -1.692, -0.129], [-1.384, -2.049, -1.142], [-1.732, 0.715, 0.374], [-1.539, 2.296, -0.369], [-1.440, 0.835, -1.369], [0.853, 2.047, -0.559], [1.491, 1.329, 1.569], [2.160, 0.094, -0.252], [1.029, -1.999, 0.856], [1.115, -1.923, -0.923], [-1.408, -1.528, 0.803]], "forces_ev_per_a": [[-0.034, -0.047, 0.022], [-0.052, 0.087, -0.244], [0.136, 0.131, 0.197], [0.102, -0.173, -0.118], [-0.014, 0.009, -0.097], [-0.088, -0.064, -0.209], [0.214, 0.114, 0.427], [0.047, 0.013, -0.080], [0.062, -0.093, -0.007], [0.051, 0.080, 0.058], [-0.053, -0.128, 0.122], [-0.105, -0.055, 0.000], [-0.194, -0.028, 0.060], [-0.036, 0.097, -0.135], [-0.091, 0.075, 0.123], [0.054, -0.017, -0.120]]}

=====

No. 2
{"formula": "C5H9NO", "method": "ωB97M-V/def2-TZVPD", "homo_lumo_gap_ev": 10.97, "e_homo_ev": -9.99, "elements": ["C", "C", "O", "C", "C", "C", "N", "H", "H", "H", "H", "H", "H", "H", "H", "H"], "xyz": [[1.696, 0.936, -0.807], [0.628, -0.087, -0.563], [1.058, -1.161, 0.308], [-0.554, 0.201, 0.386], [-1.917, 0.613, -0.135], [-0.201, -1.176, 0.887], [-0.685, -2.165, 1.487], [1.307, 1.711, -1.474], [2.559, 0.462, -1.285], [2.020, 1.391, 0.133], [0.279, -0.543, -1.499], [0.106, -2.812, 1.407], [-0.211, 0.904, 1.155], [-2.690, 0.467, 0.625], [-2.207, 0.057, -1.032], [-1.897, 1.680, -0.388]], "forces_ev_per_a": [[0.057, 0.073, -0.019], [0.057, 0.402, -0.315], [-0.109, -0.045, -0.056], [-0.018, 0.117, -0.018], [-0.041, -0.047, 0.003], [0.079, -0.286, 0.111], [0.256, 0.418, -0.146], [0.115, -0.012, 0.078], [-0.087, 0.113, 0.035], [-0.035, -0.029, -0.117], [-0.004, 0.186, 0.040], [-0.405, -0.652, 0.447], [-0.014, -0.031, -0.118], [0.117, -0.010, -0.088], [0.070, -0.007, 0.158], [-0.037, -0.189, 0.003]]}

=====

No. 3
{"formula": "C5H9NO", "method": "ωB97M-V/def2-TZVPD", "smiles": "CC1(C)COC=N1", "homo_lumo_gap_ev": 10.58, "e_homo_ev": -9.62, "elements": ["C", "C", "C", "C", "O", "C", "N", "H", "H", "H", "H", "H", "H", "H", "H", "H"], "xyz": [[1.040, 1.118, 0.717], [0.170, 0.113, -0.023], [1.031, -0.818, -0.899], [-0.809, -0.598, 0.922], [-2.046, -0.659, 0.189], [-1.884, 0.243, -0.809], [-0.754, 0.796, -0.970], [1.690, 1.666, 0.027], [1.677, 0.611, 1.452], [0.405, 1.839, 1.238], [1.366, -1.763, -0.445], [0.444, -1.050, -1.786], [1.926, -0.274, -1.212], [-0.548, -1.612, 1.233], [-0.951, 0.023, 1.815], [-2.758, 0.365, -1.448]], "forces_ev_per_a": [[-0.006, 0.099, 0.106], [0.262, -0.072, -0.148], [0.110, -0.091, -0.050], [0.162, -0.068, 0.309], [0.005, 0.014, -0.058], [0.254, 0.175, -0.242], [-0.492, -0.221, 0.070], [-0.188, -0.133, 0.064], [-0.102, 0.053, -0.088], [0.113, -0.017, 0.020], [-0.253, 0.399, 0.192], [0.170, -0.212, -0.082], [-0.109, -0.099, -0.124], [0.085, 0.138, -0.171], [-0.199, -0.133, -0.046], [0.188, 0.169, 0.248]]}

=====

No. 4
{"formula": "C5H9NO", "method": "ωB97M-V/def2-TZVPD", "homo_lumo_gap_ev": 7.77, "e_homo_ev": -7.21, "elements": ["C", "C", "C", "C", "O", "C", "N", "H", "H", "H", "H", "H", "H", "H", "H", "H"], "xyz": [[1.261, 0.129, -0.905], [-0.167, 0.064, -0.367], [-0.775, 1.456, -0.198], [-1.111, -0.971, -1.088], [-1.214, -1.641, 0.474], [-0.280, -0.859, 0.792], [0.526, -1.072, 1.839], [1.686, -0.875, -0.995], [1.258, 0.578, -1.903], [1.911, 0.742, -0.262], [-0.121, 2.151, 0.344], [-0.944, 1.872, -1.199], [-1.744, 1.413, 0.310], [0.477, -1.967, 2.306], [-2.117, -0.510, -1.112], [1.354, -0.511, 1.964]], "forces_ev_per_a": [[0.071, -0.013, -0.031], [0.094, -0.035, -0.058], [-0.079, 0.043, 0.021], [-0.203, 0.243, 0.038], [0.169, 0.088, 0.052], [0.085, -0.134, 0.071], [-0.060, -0.004, -0.090], [-0.063, 0.139, -0.015], [-0.020, -0.045, 0.126], [-0.094, -0.087, -0.092], [-0.059, -0.143, -0.052], [0.027, -0.051, 0.153], [0.146, -0.024, -0.053], [-0.037, 0.155, 0.016], [0.173, -0.101, -0.038], [-0.152, -0.032, -0.049]]}

=====

No. 5
{"formula": "C5H9NO", "method": "ωB97M-V/def2-TZVPD", "smiles": "C[C@@]12CCCN1O2", "homo_lumo_gap_ev": 10.82, "e_homo_ev": -9.79, "elements": ["C", "C", "C", "C", "C", "N", "O", "H", "H", "H", "H", "H", "H", "H", "H", "H"], "xyz": [[-0.772, 1.339, 1.717], [-0.398, 0.584, 0.136], [1.053, 0.182, 0.084], [1.026, -0.789, -1.164], [-0.372, -1.356, -1.085], [-1.250, -0.421, -0.322], [-1.121, 0.903, -0.968], [-0.667, 0.625, 2.433], [-1.881, 1.554, 1.662], [-0.225, 2.194, 1.953], [1.119, -0.473, 1.114], [1.827, 0.920, -0.062], [1.329, -0.094, -1.956], [1.737, -1.471, -1.090], [-0.844, -1.531, -1.943], [-0.560, -2.167, -0.509]], "forces_ev_per_a": [[-2.788, -0.842, -5.532], [0.606, 2.636, 5.440], [-0.772, -3.049, 0.908], [-1.998, 3.891, 1.237], [0.601, 3.385, 1.421], [-0.150, -0.398, -0.461], [-0.019, 0.683, -0.753], [0.599, -2.204, 1.919], [1.252, 0.045, 0.003], [1.035, 1.403, -0.045], [0.479, 1.752, -2.409], [-0.032, 0.364, 0.588], [-0.881, -0.632, -0.568], [3.173, -3.252, 0.294], [-1.689, -0.638, -3.849], [0.584, -3.144, 1.807]]}

=====

No. 6
{"formula": "C5H9NO", "method": "ωB97M-V/def2-TZVPD", "homo_lumo_gap_ev": 10.30, "e_homo_ev": -9.40, "elements": ["C", "C", "C", "C", "C", "N", "O", "H", "H", "H", "H", "H", "H", "H", "H", "H"], "xyz": [[-0.204, 0.483, -1.446], [-1.814, 0.352, -0.275], [-0.325, -0.027, -0.026], [-0.067, -1.527, 0.115], [1.652, 0.859, 0.966], [-1.440, 0.731, -1.648], [0.250, 0.738, 1.008], [0.609, 0.598, -2.143], [-2.540, -0.457, -0.230], [-2.156, 1.205, 0.307], [-0.366, -1.851, 1.110], [0.987, -1.752, -0.031], [-0.643, -2.072, -0.629], [1.918, 1.508, 1.799], [1.987, 1.318, 0.030], [2.152, -0.107, 1.092]], "forces_ev_per_a": [[-0.351, 0.182, 0.426], [0.366, -0.042, 0.360], [-0.144, -0.485, 0.212], [0.063, 0.436, 0.122], [0.036, -0.057, 0.043], [-0.043, 0.200, -0.848], [-0.259, -0.002, -0.050], [0.203, 0.039, -0.298], [-0.060, -0.070, 0.005], [-0.002, 0.019, 0.062], [-0.013, -0.071, 0.075], [0.080, -0.103, 0.004], [-0.029, -0.063, -0.065], [0.107, -0.024, -0.065], [0.021, -0.001, 0.018], [0.025, 0.042, -0.001]]}

=====

No. 7
{"formula": "C5H9NO", "method": "ωB97M-V/def2-TZVPD", "homo_lumo_gap_ev": [7.71, 7.93], "e_homo_ev": [-7.93, -7.99], "elements": ["C", "C", "C", "O", "C", "C", "N", "H", "H", "H", "H", "H", "H", "H", "H", "H"], "xyz": [[2.001, 0.147, -0.079], [0.663, 0.028, 0.663], [-0.454, -0.407, -0.241], [-0.348, -1.746, -0.575], [-1.952, -0.156, -0.002], [-2.121, 1.230, 0.432], [-1.542, 2.216, 0.086], [1.928, 0.883, -0.886], [2.788, 0.462, 0.613], [2.312, -0.807, -0.525], [0.391, 0.996, 1.078], [0.777, -0.686, 1.495], [-0.569, 1.478, -0.830], [0.490, -2.140, -0.269], [-2.360, -0.944, 0.623], [-2.459, -0.194, -0.971]], "forces_ev_per_a": [[0.013, -0.018, -0.004], [-0.094, 0.260, 0.071], [0.009, 0.233, 0.082], [0.222, 0.485, -0.374], [0.001, -0.119, -0.004], [0.653, 1.021, -0.447], [-0.204, -1.240, 0.047], [-0.032, -0.114, 0.151], [-0.105, -0.067, -0.098], [-0.040, 0.153, 0.076], [0.128, -0.014, 0.119], [-0.095, -0.026, -0.024], [-0.018, -0.829, 0.186], [-0.341, 0.454, -0.161], [-0.074, -0.064, 0.197], [-0.024, -0.114, 0.183]]}

=====

No. 8
{"formula": "C5H9NO", "method": "ωB97M-V/def2-TZVPD", "smiles": "C[C@@H](O)[C@@H](C)C#N", "homo_lumo_gap_ev": 11.53, "e_homo_ev": -10.83, "elements": ["C", "C", "O", "C", "C", "C", "N", "H", "H", "H", "H", "H", "H", "H", "H", "H"], "xyz": [[-1.452, -0.228, -0.746], [-0.732, -0.192, 0.595], [-0.455, -1.486, 1.100], [0.638, 0.529, 0.550], [1.712, -0.254, -0.216], [0.474, 1.878, -0.009], [0.332, 2.922, -0.489], [-1.720, 0.783, -1.068], [-2.383, -0.802, -0.661], [-0.835, -0.690, -1.525], [-1.363, 0.352, 1.315], [-1.117, -2.096, 0.757], [0.967, 0.641, 1.590], [2.698, 0.192, -0.056], [1.514, -0.268, -1.292], [1.722, -1.281, 0.156]], "forces_ev_per_a": [[0.009, -0.029, -0.052], [-0.075, 0.297, -0.109], [-0.158, -0.187, -0.026], [0.028, 0.003, 0.053], [0.047, -0.053, -0.075], [-0.134, 0.870, -0.387], [0.140, -0.984, 0.490], [0.070, -0.149, 0.045], [0.139, 0.082, 0.025], [-0.055, 0.042, 0.120], [0.088, -0.074, -0.104], [0.048, 0.041, 0.100], [-0.041, 0.002, -0.127], [-0.165, -0.033, -0.045], [0.009, 0.018, 0.158], [0.051, 0.155, -0.067]]}

=====

DFT total energy for the records above, in order: -8867.07632 -8867.68685 -8868.12674 -8865.18744 -8864.35961 -8866.50737 -8863.57331 -8868.25172 eV